DFT (the ωB97M-V functional and the def2-TZVPD basis) results for 14 unconnected molecules or ions with the total composition C60H160N12O18.

Properties
ΔE to the lowest compared entry with this formula, charge and spin: 0.0 kJ/mol
Energy: -4392.821799 Ha
Max |F|: 3.24 eV Å⁻¹
Lowest unoccupied orbital energy: 0.0084 Ha
Gap between HOMO and LUMO: 8.9 eV

ORCA input file:
```
! RIJCOSX wB97M-V def2-TZVPD def2/J DEFGRID3
* xyz 0 1
C -2.3202 -1.0423 11.8985
C -2.6285 -2.5251 11.9297
C -3.8106 -2.8666 11.0038
O -4.9220 -2.0693 11.3603
C -5.6166 -2.5012 12.5384
N -1.4720 -3.2849 11.5478
H -1.7306 -0.7519 12.7681
H -3.1819 -0.3809 11.9881
H -1.8184 -0.7403 10.9793
H -2.9456 -2.7803 12.9409
H -4.0629 -3.9263 10.9677
H -3.6286 -2.5637 9.9726
H -6.3488 -1.6966 12.6066
H -5.0661 -2.5410 13.4784
H -6.0221 -3.5124 12.5054
H -1.7768 -4.1974 11.8552
H -0.7215 -3.0636 12.1864
C -8.2652 1.6871 -0.9408
C -8.7516 1.4604 0.5087
C -9.6125 2.6276 1.0687
O -8.8703 3.8418 1.1446
C -9.6326 5.0143 1.5010
N -9.4190 0.1915 0.5543
H -9.1246 1.7127 -1.6107
H -7.6148 0.8651 -1.2398
H -7.6985 2.6092 -1.0705
H -7.8383 1.3010 1.0819
H -9.9408 2.3194 2.0613
H -10.4453 2.8434 0.3994
H -8.9632 5.8310 1.7715
H -10.3752 4.8374 2.2791
H -10.1995 5.3530 0.6339
H -10.2666 0.2770 0.0118
H -9.7107 0.0009 1.5023
C 10.3348 -1.6985 -7.9472
C 11.7903 -1.6881 -7.5417
C 12.4232 -0.2948 -7.2458
O 12.2920 0.5369 -8.3996
C 13.2602 0.3139 -9.4238
N 11.8993 -2.4536 -6.2873
H 10.1508 -1.1389 -8.8643
H 9.7238 -1.1514 -7.2291
H 10.0705 -2.7479 -8.0769
H 12.3902 -2.2240 -8.2773
H 13.4636 -0.3586 -6.9268
H 11.9035 0.2715 -6.4731
H 12.9951 -0.6066 -9.9438
H 14.2830 0.1935 -9.0667
H 13.1230 1.1343 -10.1282
H 11.5148 -3.3662 -6.4857
H 12.8718 -2.5883 -6.0504
C -1.1427 3.7461 -9.7643
C -2.5135 3.8636 -9.1555
C -2.7230 2.9990 -7.8684
O -2.6884 1.7236 -8.4175
C -3.3023 0.7845 -7.6090
N -2.6578 5.2821 -8.8364
H -0.3765 3.8583 -8.9972
H -0.9981 4.4986 -10.5395
H -0.9915 2.7266 -10.1189
H -3.2887 3.5410 -9.8505
H -3.6439 3.2822 -7.3587
H -1.8934 3.1459 -7.1767
H -2.8846 0.7625 -6.6025
H -3.1333 -0.1809 -8.0860
H -4.3479 1.0900 -7.5705
H -1.8767 5.6769 -8.3324
H -2.6769 5.7664 -9.7225
C 0.9704 10.4103 -3.3425
C 0.8349 8.9520 -3.9401
C -0.5171 8.2211 -3.4634
O -0.7048 8.0140 -2.0323
C -1.8752 7.3366 -1.8139
N 0.9268 9.1482 -5.3361
H 0.0769 10.9924 -3.5684
H 1.8720 10.9462 -3.6392
H 1.0860 10.3280 -2.2618
H 1.6723 8.3526 -3.5831
H -0.6391 7.3003 -4.0337
H -1.2908 8.8910 -3.8385
H -2.6763 8.0011 -2.1377
H -2.0131 7.0968 -0.7596
H -1.9587 6.4209 -2.3991
H 1.8223 9.5726 -5.5314
H 0.2991 9.8544 -5.6932
C 4.4926 -10.1140 -4.5337
C 4.7578 -9.1463 -5.6911
C 5.2313 -7.7187 -5.3633
O 4.1729 -6.9393 -4.7645
C 4.5447 -5.7181 -4.0975
N 5.7689 -9.8965 -6.4223
H 5.2984 -10.1771 -3.8023
H 4.2256 -11.1174 -4.8655
H 3.6611 -9.6955 -3.9667
H 3.8823 -9.0019 -6.3242
H 5.5550 -7.3010 -6.3167
H 6.0545 -7.6932 -4.6493
H 5.4349 -5.2485 -4.5161
H 4.6963 -6.0716 -3.0776
H 3.6943 -5.0459 -4.2116
H 6.1654 -9.3493 -7.1729
H 6.4491 -10.0300 -5.6877
C 2.2935 -7.5521 2.3183
C 3.3379 -8.3666 3.0640
C 3.3759 -8.0383 4.5316
O 3.8297 -6.6899 4.6548
C 3.5532 -6.1620 5.9340
N 2.8930 -9.7152 2.7764
H 1.2745 -7.7409 2.6562
H 2.3732 -7.6436 1.2351
H 2.5139 -6.5135 2.5648
H 4.2983 -8.2146 2.5715
H 4.0906 -8.7102 5.0069
H 2.4347 -8.2405 5.0429
H 2.5099 -6.1708 6.2494
H 3.8205 -5.1061 5.8915
H 4.0764 -6.7325 6.7014
H 3.0726 -9.9269 1.8053
H 3.4922 -10.3591 3.2729
C 3.4893 7.9842 3.1865
C 3.0481 6.5654 3.4671
C 1.8694 6.5300 4.4529
O 2.2449 6.8692 5.7555
C 1.2472 6.6226 6.7811
N 2.6939 5.9167 2.2381
H 3.7058 8.5916 4.0653
H 2.6771 8.5091 2.6835
H 4.3751 7.9772 2.5514
H 3.8616 5.9618 3.8696
H 1.6660 5.4609 4.3903
H 1.0055 7.0508 4.0400
H 1.1285 5.5481 6.9206
H 0.2796 7.0779 6.5701
H 1.5915 7.1140 7.6911
H 2.4556 4.9636 2.4725
H 1.8217 6.2589 1.8609
C 9.5736 6.4639 -3.3314
C 8.0754 6.3602 -3.1559
O 7.8888 5.5970 -1.9869
H 9.7339 7.0124 -4.2596
H 10.0282 5.4842 -3.4783
H 10.0958 6.9178 -2.4891
H 7.5628 5.8789 -3.9888
H 7.5204 7.2958 -3.0872
H 6.9365 5.5526 -1.8738
C 6.1033 4.5221 -9.5835
C 7.5806 4.5379 -9.3455
O 8.4108 4.1030 -10.3803
H 5.7213 4.8735 -10.5420
H 5.5358 5.0553 -8.8208
H 5.7423 3.4944 -9.5427
H 7.7747 3.8665 -8.5090
H 7.8773 5.5657 -9.1367
H 9.0907 3.5994 -9.9266
C -10.0389 -3.7299 4.1597
O -8.7747 -3.3958 3.7067
C -7.7619 -4.3653 4.1722
C -6.4496 -4.0581 3.4825
N -6.3890 -4.4617 2.0913
C -5.1545 -4.0250 1.4614
C -5.0186 -4.6528 0.1005
O -3.8226 -4.0966 -0.5341
C -3.3486 -4.8034 -1.6525
H -10.7602 -3.0096 3.7736
H -10.0534 -3.6582 5.2472
H -10.4126 -4.7157 3.8826
H -8.1411 -5.2965 3.7513
H -7.7398 -4.3728 5.2619
H -5.7420 -4.5493 4.1503
H -6.0722 -3.0490 3.6481
H -7.0710 -3.8210 1.7110
H -4.1894 -4.3239 1.8705
H -5.1813 -2.9501 1.2826
H -5.9170 -4.4218 -0.4719
H -4.8947 -5.7354 0.1259
H -2.8952 -5.7748 -1.4552
H -2.5920 -4.2819 -2.2387
H -4.1700 -5.1459 -2.2818
C 2.1006 1.5587 -2.7172
O 1.9764 0.8926 -1.4721
C 0.6817 1.1055 -0.8145
C 0.5662 0.2233 0.5057
N 1.4714 0.7281 1.5077
C 1.4422 0.0102 2.7707
C 0.0538 -0.1846 3.4970
O -0.3961 1.0501 4.0651
C -1.3077 1.7341 3.2090
H 1.4917 0.9684 -3.4019
H 3.1336 1.4289 -3.0400
H 1.9101 2.6316 -2.6920
H -0.0358 0.8036 -1.5775
H 0.4909 2.1699 -0.6774
H 0.7687 -0.8099 0.2236
H -0.4725 0.1750 0.8326
H 2.4256 0.6039 1.2009
H 2.0527 0.5833 3.4685
H 1.8946 -0.9805 2.7241
H 0.1906 -0.9118 4.2973
H -0.7164 -0.6786 2.9047
H -1.4226 2.7641 3.5466
H -2.3298 1.3708 3.1020
H -0.9236 1.8919 2.2012
C 3.2421 -2.3029 -12.3267
O 2.9240 -3.6089 -11.9119
C 2.6841 -3.7643 -10.5168
C 2.0459 -5.1504 -10.2014
N 0.8810 -5.3052 -11.0790
C 0.2847 -6.6462 -11.1261
C -0.4076 -7.0619 -9.8420
O -0.5249 -8.4904 -9.9416
C -0.8426 -9.1986 -8.7749
H 4.1692 -1.9997 -11.8401
H 2.4690 -1.5624 -12.1216
H 3.5350 -2.3312 -13.3763
H 1.9059 -3.0721 -10.1953
H 3.6018 -3.6374 -9.9425
H 1.8735 -5.0486 -9.1300
H 2.8520 -5.8729 -10.3287
H 1.1208 -4.8614 -11.9541
H 1.0368 -7.4004 -11.3574
H -0.4845 -6.6326 -11.8982
H -1.3988 -6.6120 -9.7855
H 0.1671 -6.8728 -8.9354
H -0.0464 -9.1833 -8.0306
H -1.0883 -10.2062 -9.1103
H -1.7058 -8.7145 -8.3181
C -7.0993 3.2051 11.3572
O -7.3856 4.2135 12.3285
C -7.0024 3.8937 13.6257
C -7.5671 5.0328 14.4931
N -7.0584 5.0751 15.8861
C -7.3965 3.9391 16.7521
C -6.3122 3.7678 17.8146
O -5.0707 3.4300 17.1525
C -3.9553 3.5064 18.0559
H -7.3749 3.6270 10.3907
H -7.6215 2.2799 11.6007
H -6.0438 2.9404 11.4206
H -5.9166 3.8726 13.7186
H -7.4225 2.9650 14.0120
H -8.6561 5.0048 14.4567
H -7.3235 5.9510 13.9586
H -6.0509 5.0095 15.9133
H -7.4970 3.0315 16.1569
H -8.3155 4.0940 17.3173
H -6.6168 3.0219 18.5488
H -6.2521 4.7299 18.3235
H -3.7575 4.5039 18.4482
H -2.9950 3.1766 17.6594
H -4.2326 2.9275 18.9369
*
```

These are the Mulliken partial charges, in e, on atoms 1 to 8:
1 C -1.469
2 C 0.701
3 C -0.773
4 O -0.277
5 C -0.733
6 N -0.755
7 H 0.377
8 H 0.323